Below is a single C6H6 molecule, with properties calculated with ωB97M-V/def2-TZVPD.

Values from the calculation:
HOMO level (spin up / spin down): -8.36 / -8.36 eV
electronic energy: -232.02836 hartree
SMILES: c1ccccc1
LUMO energy (spin up / spin down): -0.3 / -0.3 eV

The geometry in XYZ format:
```
12
C6H6 | the OMol25 dataset | ωB97M-V/def2-TZVPD
H -2.145 0.894 0.133
H -1.897 -1.687 0.625
H 0.097 -1.043 -1.582
C 1.184 -0.934 0.082
C 0.016 -1.412 -0.539
C -1.249 0.343 -0.105
C 1.251 0.479 -0.121
C -1.163 -1.044 0.165
H 2.099 1.056 -0.174
H 1.520 -1.322 1.174
H -0.048 2.035 -0.344
C 0.002 1.032 -0.269
```



Below is 2 unconnected molecules or ions with the total composition C3H8O2, with properties calculated with ωB97M-V/def2-TZVPD.

Values from the calculation:
HOMO level: -10.21 eV
electronic energy: -269.52773 hartree
SMILES: C=O.CCO
LUMO energy: 0.6 eV

The geometry in XYZ format:
```
13
C3H8O2 | the OMol25 dataset | ωB97M-V/def2-TZVPD
H -0.063 1.590 -0.544
H 1.565 0.738 3.019
C 0.824 1.226 2.373
H 0.945 -0.374 0.974
H -0.123 1.087 2.862
H -1.583 -2.917 -2.260
O -0.272 1.164 0.297
C 0.893 0.694 0.972
C -1.688 -2.367 -3.219
O -1.622 -2.960 -4.255
H -1.798 -1.276 -3.068
H 1.163 2.263 2.372
H 1.759 1.131 0.478
```



Below is a molecular structure, C36H31AsN2PtS2, with properties calculated with ωB97M-V/def2-TZVPD.

Values from the calculation:
HOMO level: -14.80 eV
electronic energy: -4650.81476 hartree
LUMO energy: -8.4 eV
charge: +2

The geometry in XYZ format:
```
73
C36H31AsN2PtS2 | the OMol25 dataset | ωB97M-V/def2-TZVPD
H -0.503 -2.722 5.452
C -0.178 -2.310 4.507
C 1.254 -2.123 -0.744
C -0.540 3.740 -0.117
C -2.163 -4.327 -3.725
C -1.922 -2.964 -3.363
C -0.177 2.549 1.993
H 6.848 0.699 1.409
H -3.431 5.934 -1.874
C 4.169 -1.048 0.301
C -1.426 -0.417 -2.548
C 0.643 2.285 3.222
C -2.650 -0.938 -2.215
C -0.620 -0.982 2.557
C 0.424 -4.336 -1.186
H -0.175 -3.165 0.497
H 1.384 3.070 3.364
H -2.039 -1.313 4.132
H 1.761 -3.222 4.606
C -1.040 -1.512 3.767
H -1.298 -0.385 1.960
H -3.078 5.893 -0.147
H -3.402 -0.392 -1.664
H -0.139 4.381 -0.892
C -2.756 5.528 -1.123
H 1.331 3.707 0.982
C 1.216 -4.397 -2.329
N -5.120 -3.366 -1.990
C 0.435 -3.199 -0.397
H -4.734 3.825 -0.171
C -1.549 2.184 1.950
H -1.947 1.610 2.776
C 5.815 0.466 1.188
H 5.067 2.305 2.004
H 1.211 -5.291 -2.940
C 0.662 -1.246 2.096
C -0.502 -1.083 -3.358
C -2.387 2.608 0.943
C -1.907 3.424 -0.103
H 3.933 -2.003 -0.148
C 1.098 -2.588 4.035
H 2.651 -3.384 -3.558
S -0.622 1.162 -2.407
H -2.384 3.678 -2.134
As 1.304 -0.587 0.402
H -0.003 2.263 4.099
C 0.318 3.327 0.927
H -4.821 3.928 -1.920
H -0.048 -2.906 -4.432
H 2.720 1.783 1.493
H -0.191 -5.180 -0.904
C 1.526 -2.055 2.830
C -2.877 -2.260 -2.613
C 2.022 -3.325 -2.679
H 1.158 1.323 3.186
H -3.432 2.335 0.969
C 4.815 1.370 1.523
C -4.117 -2.880 -2.264
N -2.322 -5.434 -3.984
S 0.694 0.187 -3.703
C -0.729 -2.369 -3.789
Pt 0.175 1.400 -0.228
C 3.494 1.069 1.240
C 2.042 -2.182 -1.893
C 3.166 -0.140 0.632
H 6.272 -1.438 0.316
H -1.760 5.920 -1.325
H 2.528 -2.267 2.473
H 2.757 -1.397 -2.111
C -2.810 3.992 -1.171
C 5.492 -0.735 0.577
C -4.252 3.504 -1.095
H -4.332 2.418 -1.165
```



Computed energy relative to the best compared isomer or geometry (same formula, charge and spin), in the same sequence as the records: 124.2; 42.1; 23.3 kcal per mole.